The following is a DFT calculation (wB97M-V/def2-TZVPD) of a molecular structure, C32H29BBr2F3N3O4SSc.

## Properties
net charge	+1
orbital gap	7.252	eV
LUMO	-0.116	hartree
molar mass	824.2	g mol⁻¹
HOMO energy	-10.407	eV

Geometry as XYZ:
```
76
C32H29BBr2F3N3O4SSc wB97M-V/def2-TZVPD
H 10.113 -0.501 -1.557
H 1.785 -1.458 4.867
H -1.123 6.625 -0.285
H 2.312 4.431 5.082
O 2.525 1.263 1.026
C -2.926 0.917 -0.340
C 6.709 -0.181 -1.106
C 1.097 -0.807 4.349
H 8.853 -1.590 -2.138
H 4.017 4.805 0.457
C 2.242 3.646 3.089
H 8.536 0.884 0.674
H 7.956 0.320 -3.566
H 7.287 -1.064 0.756
F 1.422 0.166 7.035
H -5.041 1.184 -0.586
C 4.382 -0.316 -1.577
O 2.755 2.958 -0.731
C 8.509 1.333 -0.316
C 8.122 0.308 -1.395
H 7.657 1.898 -2.806
H 3.960 6.170 4.527
C -4.091 1.682 -0.490
C 9.107 -0.867 -1.367
C -0.691 0.791 4.357
F -0.629 0.824 7.104
N 0.251 0.052 2.283
C -2.532 5.045 -0.415
B 2.162 -0.573 -1.392
C -0.513 -3.858 0.321
C -2.736 3.654 -0.370
H 5.775 0.620 -2.886
C -0.179 4.740 0.054
C 0.192 -0.078 6.563
C 1.101 -0.722 2.967
H -0.978 -4.725 0.785
H -3.373 5.692 -0.604
C 3.669 4.743 1.478
H 9.109 -1.374 -0.408
S 2.208 2.625 0.551
C 3.622 5.492 3.758
C -3.999 3.048 -0.528
F -0.174 -1.280 7.019
H 7.790 2.151 -0.302
O 2.810 -1.167 -0.228
C 2.743 3.771 1.806
H -4.876 3.663 -0.662
C 5.646 0.086 -1.963
H 1.814 -1.299 2.384
H 4.842 6.369 2.229
C 4.113 5.610 2.467
H 1.512 2.876 3.298
H 9.293 1.263 -2.920
C 5.201 -1.290 0.473
N 0.610 2.458 0.500
H 5.037 -1.807 1.407
C -0.626 0.791 2.972
Sc 0.700 0.379 0.000
H 0.798 5.168 0.222
C -1.274 5.559 -0.231
C 8.252 0.989 -2.761
H -0.575 -3.897 -0.763
H 9.494 1.746 -0.527
N -1.725 1.436 -0.158
H -2.997 -0.163 -0.363
Br -1.477 -2.267 0.918
C -1.626 2.798 -0.139
C -0.339 3.370 0.135
C 0.186 -0.029 5.052
Br 1.335 -3.780 0.842
C 4.152 -0.983 -0.372
C 6.462 -0.868 0.088
H -1.404 1.410 4.880
C 2.687 4.516 4.072
H -1.312 1.400 2.388
O 3.186 -0.090 -2.186
```


The following is a DFT calculation (wB97M-V/def2-TZVPD) of a single C4H13ClN2Si molecule.

## Properties
net charge	0
orbital gap	9.805	eV
LUMO	0.028	hartree
SMILES	CN[Si@@](C)(Cl)N(C)C
molar mass	152.7	g mol⁻¹
HOMO energy	-9.054	eV

Geometry as XYZ:
```
21
C4H13ClN2Si wB97M-V/def2-TZVPD
H -0.449 3.248 -0.471
Cl -2.820 0.234 -0.013
H 1.054 2.579 0.160
H 1.259 -2.088 -1.728
H 1.935 -2.124 -0.024
H -1.951 -2.219 0.026
N -0.074 1.416 -0.984
C -0.195 0.749 1.877
N -0.161 -1.311 -0.458
H 1.045 3.215 -1.580
C 1.304 -1.521 -0.663
Si -0.628 0.215 0.115
H -0.904 0.434 2.623
H -0.393 1.789 2.062
H 0.453 1.048 -1.773
H -0.769 -3.136 -0.758
C 0.467 2.684 -0.650
H 0.792 0.594 2.084
H 1.596 -0.484 -0.889
C -0.980 -2.442 0.069
H -0.578 -2.879 0.977
```


The following is a DFT calculation (wB97M-V/def2-TZVPD) of a molecular structure, C24H24CaF4N5O5S.

## Properties
net charge	-1
orbital gap	6.619	eV
LUMO	0.077	hartree
molar mass	610.6	g mol⁻¹
HOMO energy	-4.511	eV

Geometry as XYZ:
```
64
C24H24CaF4N5O5S wB97M-V/def2-TZVPD
O -0.142 -3.653 -4.592
H 3.305 1.771 -4.390
O 3.944 -2.727 -2.339
N 1.542 1.696 -3.375
H 0.634 3.783 3.170
C -2.551 0.022 2.317
C -3.987 2.502 2.801
C 2.371 1.227 -4.280
O 1.683 -1.410 -0.891
H 2.283 3.688 2.523
H -0.682 -4.045 2.963
H 2.129 -2.165 1.533
H -0.716 -0.603 -3.670
C 0.936 -0.528 -4.881
N -1.885 -1.068 1.934
H 0.994 -1.470 2.691
N 0.660 0.962 1.131
H 1.292 3.559 -1.096
F -2.618 -0.268 4.713
F -3.950 2.882 0.471
H 1.622 -3.118 2.958
C -2.937 0.462 3.613
C 1.281 4.079 2.344
N 0.195 -2.927 1.396
H -0.664 5.191 0.754
H 2.834 -0.244 -5.817
H -4.523 3.419 2.989
C 0.658 -3.344 -3.713
C 1.648 3.978 -0.155
C -1.580 -2.085 2.920
H 0.611 -1.418 -5.405
H 2.665 3.621 0.017
H -0.129 -4.446 -0.019
O 2.751 -4.178 -4.625
C 2.119 0.113 -5.094
H 1.666 5.067 -0.224
H 0.911 -4.925 1.347
H -1.708 -3.724 1.551
C 0.653 -4.103 0.661
F -3.931 1.974 5.092
C -3.619 1.643 3.820
C -2.952 0.935 1.303
H 1.331 5.169 2.316
C 0.402 -2.565 -2.515
C 1.296 -2.393 2.196
H -1.094 3.740 -0.170
C -0.696 4.100 0.778
C -3.628 2.103 1.522
C -0.964 -3.281 2.219
C 0.675 2.107 1.066
S -0.786 1.557 -2.062
H -0.898 -1.731 3.703
F -2.634 0.585 0.024
H -2.476 -2.442 3.442
N 0.096 -0.047 -3.949
O -0.729 -2.094 -2.126
H -1.365 3.788 1.581
C 2.151 -3.567 -3.770
C 0.727 3.577 1.004
C 0.369 1.047 -3.176
C 2.760 -2.821 -2.599
Ca -0.508 -0.914 -0.114
H 1.534 -3.849 0.075
C 1.626 -2.195 -1.890
```


The following is a DFT calculation (wB97M-V/def2-TZVPD) of 2 unconnected molecules or ions with the total composition C5H14NO.

## Properties
net charge	+2
orbital gap (spin up / spin down)	11.311 / 3.760	eV
LUMO (spin up / spin down)	-0.334 / -0.550	hartree
spin multiplicity	2
molar mass	104.2	g mol⁻¹
HOMO energy (spin up / spin down)	-20.412 / -18.719	eV

Geometry as XYZ:
```
21
C5H14NO wB97M-V/def2-TZVPD
C 0.530 -1.464 -0.212
H 1.668 1.531 -1.893
H 2.041 -1.111 -1.737
H 1.615 2.319 2.393
N -1.623 -0.300 -0.299
C 1.424 0.897 -1.117
H 2.294 0.941 -0.408
O 0.917 1.650 2.370
H -3.595 0.025 -0.770
H 0.437 -2.481 -0.617
C 1.063 -0.596 -1.387
H -1.036 -1.526 1.286
H -0.249 0.127 1.128
H 0.373 -0.619 -2.225
C -2.860 -0.178 0.069
H 0.598 1.484 -0.647
H -1.324 0.221 -1.182
H 1.297 -1.664 0.605
H 0.237 2.012 3.008
C -0.645 -0.798 0.617
H -3.162 -0.472 1.017
```


The following is a DFT calculation (wB97M-V/def2-TZVPD) of a molecular structure, C43H47BrNO6PReS3.

## Properties
net charge	0
orbital gap (spin up / spin down)	6.040 / 6.278	eV
LUMO (spin up / spin down)	-0.045 / -0.034	hartree
spin multiplicity	2
molar mass	1067.1	g mol⁻¹
HOMO energy (spin up / spin down)	-7.252 / -7.195	eV

Geometry as XYZ:
```
103
C43H47BrNO6PReS3 wB97M-V/def2-TZVPD
O 0.465 -1.357 0.065
C -3.173 5.452 1.615
C -1.987 -6.070 -1.920
C -1.344 -6.291 -3.295
H -3.631 6.123 2.327
O -0.561 3.310 4.945
H -3.189 0.223 -5.199
C -3.843 5.129 0.444
C -0.101 5.440 -3.823
H 2.608 -4.877 -2.211
C -4.659 0.499 -2.167
H 4.958 1.819 4.259
C -2.109 -3.779 -0.805
C 2.457 -4.964 0.546
H 1.661 4.588 2.011
C 0.026 -4.759 -1.114
C -3.327 0.512 -4.167
C -4.484 0.151 -3.496
H 1.387 2.133 -2.492
H 3.984 -3.988 -1.566
H 4.988 0.670 0.721
H -5.552 0.205 -1.637
C -1.355 -4.845 -1.276
O -0.317 -1.373 5.809
H 4.192 4.073 5.153
H -2.182 -7.141 -0.047
C -0.428 -0.316 5.222
C -0.221 -0.032 3.794
O -0.228 1.721 2.317
Re 0.062 0.284 0.934
S 2.834 1.522 0.213
H -0.279 -6.488 -3.208
C -1.928 4.906 1.880
H -1.446 1.544 -4.037
C -3.498 -5.916 -2.117
C 4.225 1.136 1.348
H -4.813 5.558 0.240
C 3.875 0.179 2.473
N -0.253 1.518 -0.467
C 3.957 2.002 4.647
H 3.854 -2.729 0.526
C -0.807 1.030 5.832
C -0.830 4.649 -2.956
C -0.075 -2.507 -0.256
C -0.283 3.462 -2.483
C -2.533 1.610 -2.191
C -3.288 4.239 -0.459
C -0.370 1.358 3.549
H -3.821 3.968 -1.361
C -2.347 1.242 -3.518
H 4.787 -0.188 2.948
C -2.041 3.686 -0.190
C -1.474 -2.662 -0.306
C 2.196 -3.761 -0.377
H -3.891 -6.797 -2.619
H 1.848 -4.881 1.443
H -0.688 -7.498 -0.910
H -1.476 -5.410 -3.920
C 2.290 3.696 1.974
Br -2.539 -1.230 0.390
C 2.804 -2.538 0.310
H 2.671 3.524 -4.117
C -1.748 -7.297 -1.031
H -1.417 5.124 2.806
C 1.695 3.839 -3.778
H -5.253 -0.406 -4.011
S 2.813 0.848 3.795
H -0.385 3.604 1.144
H 4.598 2.086 1.727
S 3.856 4.135 2.831
C 2.909 -3.955 -1.723
P -1.220 2.476 -1.271
H 2.230 -5.909 0.064
H -3.797 1.488 -0.467
H -0.513 6.373 -4.174
H -1.804 -7.141 -3.794
C 0.981 3.056 -2.887
H 1.811 2.899 2.538
H 2.291 -2.351 1.251
H 2.685 -3.124 -2.389
H -2.213 -8.175 -1.475
H -1.820 4.943 -2.635
H -3.184 -3.799 -0.817
H 3.502 -4.978 0.845
H 3.355 3.860 0.103
H 3.924 1.726 5.701
C 1.159 5.033 -4.235
H 2.522 3.627 4.751
C 0.688 -3.654 -0.599
H -4.012 -5.824 -1.163
H 1.724 5.651 -4.915
H 3.309 -0.669 2.091
H 1.623 3.484 -0.060
C 3.568 3.461 4.500
O 0.056 -0.759 2.787
C -1.354 4.042 0.965
H -3.728 -5.048 -2.731
C -0.594 2.103 4.776
C -3.681 1.220 -1.509
H 0.625 -5.609 -1.403
O -1.217 1.204 6.956
H 2.737 -1.652 -0.318
C 2.524 3.299 0.530
```


The following is a DFT calculation (wB97M-V/def2-TZVPD) of a single C5H14N2O molecule.

## Properties
net charge	0
orbital gap	10.010	eV
LUMO	0.035	hartree
SMILES	C[C@H](C(N)N)[C@@H](C)O
molar mass	118.2	g mol⁻¹
HOMO energy	-9.071	eV

Geometry as XYZ:
```
22
C5H14N2O wB97M-V/def2-TZVPD
N -1.756 0.112 -1.489
C -0.105 -1.183 0.521
H 1.867 -1.785 1.181
H 2.116 0.437 0.957
C 1.059 -2.171 0.563
H 1.434 -2.357 -0.441
C 1.222 1.002 0.702
H 0.826 -0.083 -1.129
H 0.701 1.257 1.622
H 1.535 1.919 0.205
H 0.731 -3.120 0.987
H -1.256 0.056 -2.371
H -1.599 1.009 0.368
H -0.068 2.247 -1.850
N -0.750 2.280 -1.097
H -0.923 -1.624 -0.067
H -2.647 0.559 -1.666
C 0.310 0.181 -0.200
C -1.000 0.884 -0.539
O -0.587 -0.869 1.812
H -0.688 -1.679 2.322
H -0.423 2.927 -0.390
```